Entry 1:
{"formula": "C8H8", "method": "ωB97M-V with the def2-TZVPD basis set", "fmax_ev_per_a": 7.69, "smiles": "C#C/C=C/C=C\\C=C", "homo_energy_ev": -8.625, "species": ["C", "C", "C", "C", "C", "C", "C", "C", "H", "H", "H", "H", "H", "H", "H", "H"], "xyz": [[-3.690957, 0.875669, -0.091958], [-2.709069, 0.174019, 0.225529], [-1.368019, -0.359508, 0.514363], [-0.782915, -1.325312, -0.111470], [0.663341, -1.493199, -0.108163], [1.680328, -0.658604, 0.138894], [1.748742, 0.952958, 0.659781], [1.636183, 1.615889, -0.474718], [-4.553768, 1.121586, -0.513842], [-0.695329, -0.193653, 1.465235], [-1.230664, -2.009440, -0.783519], [1.238504, -2.510938, -0.499300], [2.829022, -1.068996, 0.007579], [1.784768, 1.210783, 1.771457], [1.832305, 2.693956, -0.670668], [1.617533, 0.974795, -1.529194]], "atomic_forces_ev_per_a": [[6.173, -4.006, 2.236], [-1.309, 2.081, -0.231], [-0.993, 1.745, 3.481], [1.988, -1.919, -2.029], [3.299, -2.770, -0.518], [3.012, 1.614, 2.327], [-1.177, -3.943, -0.767], [1.210, 0.520, -3.111], [-3.172, 1.307, -1.297], [-1.879, 1.274, -1.743], [-0.887, -0.131, -0.969], [-2.489, 2.241, 0.824], [-3.174, 1.002, 0.279], [0.118, -0.125, -2.004], [-0.605, -0.687, 0.576], [-0.116, 1.799, 2.946]]}



Entry 2:
{"formula": "C8H8", "method": "ωB97M-V with the def2-TZVPD basis set", "fmax_ev_per_a": 3.10, "homo_energy_ev": -8.500, "species": ["C", "C", "C", "C", "C", "C", "C", "C", "H", "H", "H", "H", "H", "H", "H", "H"], "xyz": [[2.515298, -0.357358, -1.741788], [1.634272, -1.138544, -1.219520], [-1.448126, 0.138983, 0.313907], [-0.323843, 0.859497, 1.029776], [-0.838325, -1.162901, -0.092869], [1.258996, 0.485041, -0.982284], [1.010718, 0.342256, 0.532493], [0.587127, -0.799210, -0.322601], [-2.299542, 0.022038, 0.904999], [-1.774317, 0.682425, -0.599370], [-0.262024, 1.906015, 0.879516], [-0.525680, 0.805187, 2.028468], [-0.840156, -1.871934, 0.679081], [-1.434780, -1.548726, -0.929829], [0.902001, 1.154872, -1.719003], [1.838379, 0.482358, 1.239025]], "atomic_forces_ev_per_a": [[1.129, -0.408, 0.696], [-0.245, 1.002, -0.520], [0.730, 1.335, -1.606], [0.378, 1.132, -1.918], [-0.422, 0.130, -2.021], [-0.499, -1.563, 0.897], [0.603, 0.278, 0.232], [0.409, -0.221, -0.397], [-1.358, -0.164, 1.092], [0.273, -0.274, 0.479], [-0.599, 1.373, -0.450], [0.349, -0.705, 3.002], [-0.172, -1.135, 1.247], [0.704, -0.291, -0.033], [-1.265, 0.258, -0.298], [-0.015, -0.748, -0.402]]}



| no. | total energy (eV) |
| --- | --- |
| 1 | -8418.63905 |
| 2 | -8418.77128 |